Entry 1:
Formula: C29H24N13OS4Sr
Source: the OMol25 dataset
Level of theory: ωB97M-V/def2-TZVPD

M, g mol⁻¹: 786.5
Spin multiplicity: 1
Kohn-Sham gap, Eh: 0.219
Energy above the lowest of the compared OMol25 structures with the same formula, charge and spin, kcal/mol: 31.6
Total charge: +1
LUMO, eV: -3.30

Each line ends with the Mulliken charge.
Element x y z (Å)
Sr: 0.432 0.154 0.010  2.022
S: 4.109 -6.459 -2.370  0.183
N: 2.719 -6.272 -1.582  -0.661
C: 2.459 -4.978 -1.562  0.840
C: 1.296 -4.359 -0.977  0.561
C: 0.270 -5.105 -0.393  -0.499
C: -0.833 -4.444 0.095  -1.008
C: -0.862 -3.055 0.008  -0.504
N: 0.110 -2.328 -0.523  -0.146
C: 1.184 -2.959 -1.033  -0.532
C: 2.215 -2.152 -1.695  -0.541
N: 2.053 -0.816 -1.720  0.000
C: 2.934 -0.073 -2.373  -0.119
C: 4.037 -0.603 -3.040  -0.885
C: 4.239 -1.962 -2.995  -0.489
C: 3.321 -2.764 -2.310  0.812
C: 3.453 -4.196 -2.219  0.723
N: 4.436 -4.923 -2.716  -0.660
H: 0.363 -6.182 -0.352  0.554
H: -1.661 -4.983 0.532  0.462
H: -1.715 -2.505 0.387  0.655
H: 2.772 0.999 -2.355  0.130
H: 4.717 0.046 -3.572  0.466
H: 5.089 -2.428 -3.476  0.557
C: -1.320 3.556 1.645  -0.598
C: -1.796 2.304 0.964  0.668
O: -1.105 1.685 0.143  -0.865
N: -3.027 1.899 1.294  -0.190
C: -3.575 0.626 0.851  -0.944
C: -3.196 -0.473 1.820  0.740
C: -4.162 -1.235 2.460  -0.748
C: -3.761 -2.182 3.391  -0.485
C: -2.410 -2.319 3.661  -0.882
C: -1.513 -1.520 2.969  -0.213
N: -1.889 -0.626 2.055  0.331
H: -0.426 3.932 1.156  -0.299
H: -1.060 3.317 2.679  0.330
H: -2.096 4.320 1.644  0.470
H: -3.506 2.382 2.035  0.256
H: -3.161 0.421 -0.135  0.185
H: -4.656 0.712 0.774  0.435
H: -5.211 -1.085 2.239  0.408
H: -4.492 -2.791 3.906  0.440
H: -2.053 -3.028 4.395  0.477
H: -0.447 -1.592 3.145  0.277
N: 2.606 1.295 4.597  -0.590
N: 2.524 0.456 3.530  1.013
N: 3.584 -0.108 3.004  -0.888
C: 3.042 -0.842 2.045  -0.319
N: 1.707 -0.717 2.020  -0.092
N: 1.393 0.116 2.995  -0.285
H: 3.568 1.576 4.722  0.340
H: 1.985 2.083 4.484  0.275
H: 3.608 -1.454 1.365  0.495
S: 0.448 6.028 -3.096  -0.305
C: 1.079 5.213 -1.819  0.110
S: 1.381 3.479 -1.805  -0.098
C: 1.841 3.552 -0.096  0.069
N: 1.804 4.751 0.366  -0.820
N: 1.430 5.673 -0.584  0.702
C: 1.313 7.028 -0.148  0.181
C: 0.683 7.282 1.063  -0.055
C: 0.544 8.589 1.500  -0.704
C: 1.034 9.635 0.733  -0.430
C: 1.690 9.371 -0.460  -0.612
C: 1.837 8.066 -0.904  -0.391
S: 2.256 2.158 0.797  -0.232
H: 0.313 6.454 1.653  0.362
H: 0.044 8.789 2.438  0.361
H: 0.916 10.656 1.070  0.385
H: 2.093 10.182 -1.052  0.369
H: 2.353 7.851 -1.827  0.442

***

Entry 2:
Formula: C29H24N5O3PtS2
Source: the OMol25 dataset
Level of theory: ωB97M-V/def2-TZVPD

M, g mol⁻¹: 749.8
Spin multiplicity: 1
Kohn-Sham gap (alpha / beta), Eh: 0.176 / 0.177
Total charge: +1
LUMO (alpha / beta), eV: -5.58 / -5.57

Each line ends with the Mulliken charge.
Element x y z (Å)
Pt: 1.195 0.732 -1.107  1.779
C: 2.701 1.306 3.182  -1.677
C: 2.605 0.789 1.774  0.887
N: 1.685 1.267 1.004  0.661
N: 0.777 2.102 1.584  -0.956
C: 0.123 2.829 0.768  0.274
S: 0.541 2.962 -0.928  -0.324
S: -1.162 3.818 1.405  -0.077
C: -2.493 3.553 0.156  -0.919
C: -3.393 2.431 0.590  0.341
C: -4.610 2.687 1.210  -0.520
C: -5.397 1.637 1.667  -0.598
C: -4.972 0.326 1.504  -0.582
C: -3.757 0.064 0.882  -0.407
C: -2.972 1.113 0.432  0.397
C: 3.541 -0.212 1.282  0.296
C: 4.152 -1.092 2.161  -0.656
C: 5.079 -2.028 1.723  -0.887
C: 5.437 -2.107 0.359  -0.495
C: 4.840 -1.285 -0.545  -0.658
C: 3.878 -0.303 -0.123  0.910
O: 3.403 0.495 -0.973  -0.772
H: 2.650 2.392 3.171  0.430
H: 3.627 1.001 3.658  0.481
H: 1.849 0.953 3.767  0.336
H: -2.000 3.333 -0.787  0.219
H: -3.012 4.505 0.076  0.519
H: -4.939 3.712 1.343  0.383
H: -6.337 1.847 2.163  0.373
H: -5.587 -0.491 1.861  0.411
H: -3.414 -0.957 0.757  0.434
H: -2.015 0.905 -0.039  0.050
H: 3.867 -1.081 3.205  0.491
H: 5.527 -2.710 2.434  0.423
H: 6.170 -2.834 0.033  0.412
H: 5.071 -1.321 -1.602  0.466
O: -2.564 -3.518 -0.568  -0.518
C: -1.673 -3.737 0.424  1.307
C: -1.916 -4.738 1.367  -0.807
C: -1.024 -4.990 2.390  -0.518
C: 0.153 -4.259 2.486  -0.846
C: 0.399 -3.267 1.561  -0.583
C: -0.504 -2.966 0.532  -0.056
C: -0.158 -1.812 -0.328  0.554
O: 0.923 -1.176 -0.056  -0.670
N: -0.984 -1.462 -1.300  -0.844
N: -0.542 -0.386 -1.940  -0.052
C: -1.108 0.089 -2.977  -0.463
C: -0.410 1.172 -3.641  0.903
C: -0.965 1.915 -4.672  -0.907
C: -0.214 2.918 -5.258  -0.254
C: 1.080 3.148 -4.813  -0.799
C: 1.567 2.379 -3.776  -0.002
N: 0.837 1.415 -3.207  -0.171
H: -3.281 -4.156 -0.491  0.348
H: -2.827 -5.323 1.286  0.296
H: -1.254 -5.758 3.119  0.391
H: 0.861 -4.462 3.278  0.428
H: 1.306 -2.681 1.608  0.514
H: -2.016 -0.340 -3.385  0.513
H: -1.977 1.708 -4.996  0.434
H: -0.635 3.516 -6.056  0.459
H: 1.706 3.909 -5.260  0.421
H: 2.562 2.523 -3.375  0.480

***

Entry 3:
Formula: C29H25AuN3O2S2
Source: the OMol25 dataset
Level of theory: ωB97M-V/def2-TZVPD

M, g mol⁻¹: 708.6
Spin multiplicity: 3
Kohn-Sham gap (alpha / beta), Eh: 0.242 / 0.176
Energy above the lowest of the compared OMol25 structures with the same formula, charge and spin, kcal/mol: 41.6
Total charge: -1
LUMO (alpha / beta), eV: 2.30 / 0.57

Each line ends with the Mulliken charge.
Element x y z (Å)
Au: 0.213 0.250 0.029  0.846
C: 0.059 4.749 -0.123  -1.474
C: -1.043 4.127 -0.935  1.146
C: -1.627 4.860 -1.964  -0.794
C: -2.610 4.313 -2.771  -0.812
C: -3.000 3.000 -2.561  -0.856
C: -2.450 2.235 -1.539  0.866
C: -2.898 0.810 -1.351  -0.840
C: -1.488 2.813 -0.692  -0.055
N: -0.900 2.044 0.342  0.088
C: -0.878 2.503 1.617  0.653
O: -1.517 3.439 2.082  -0.696
C: 0.062 1.730 2.529  -0.189
C: 0.037 1.753 3.910  -0.556
C: 0.906 0.904 4.589  -0.403
C: 1.735 0.026 3.896  -0.502
C: 1.704 0.064 2.515  -0.018
N: 0.942 0.960 1.911  -0.105
C: 2.449 -0.894 1.596  0.452
O: 3.331 -1.596 2.074  -0.692
N: 2.023 -0.862 0.309  -0.018
C: 2.779 -1.468 -0.719  0.180
C: 2.143 -2.274 -1.686  0.798
C: 0.659 -2.527 -1.656  -0.996
C: 2.903 -2.863 -2.690  -0.802
C: 4.271 -2.660 -2.774  -0.841
C: 4.879 -1.817 -1.861  -0.763
C: 4.155 -1.197 -0.846  1.052
C: 4.869 -0.243 0.072  -1.613
H: 0.467 5.618 -0.641  0.455
H: 0.867 4.033 0.051  0.243
H: -0.310 5.061 0.855  0.263
H: -1.291 5.878 -2.135  0.346
H: -3.057 4.900 -3.565  0.365
H: -3.756 2.552 -3.199  0.354
H: -3.616 0.527 -2.121  0.412
H: -3.344 0.662 -0.367  0.158
H: -2.055 0.112 -1.401  -0.113
H: -0.669 2.399 4.413  0.509
H: 0.911 0.899 5.672  0.411
H: 2.371 -0.699 4.385  0.497
H: 0.357 -3.058 -0.753  0.206
H: 0.348 -3.099 -2.531  0.453
H: 0.089 -1.587 -1.659  -0.040
H: 2.405 -3.498 -3.415  0.357
H: 4.853 -3.137 -3.555  0.365
H: 5.943 -1.615 -1.936  0.348
H: 5.781 0.121 -0.402  0.490
H: 5.125 -0.729 1.015  0.285
H: 4.237 0.614 0.320  0.270
S: -2.299 -0.538 1.871  -0.220
C: -2.898 -2.005 1.144  0.139
C: -4.159 -2.238 0.601  -0.556
C: -4.446 -3.485 0.054  -0.518
C: -3.481 -4.487 0.036  -0.491
C: -2.216 -4.258 0.569  -0.536
C: -1.928 -3.016 1.131  0.186
S: -0.431 -2.493 1.851  -0.223
H: -4.906 -1.451 0.609  0.413
H: -5.429 -3.678 -0.360  0.346
H: -3.718 -5.453 -0.395  0.341
H: -1.456 -5.033 0.556  0.428